ORCA calculation (ωB97M-V/def2-TZVPD) on C30H78BMnO16 as an isolated structure.

```
126
Properties=species:S:1:pos:R:3:lowdin_charge:R:1
Mn -1.87 -1.50 1.26 0.611
O -0.92 -0.20 1.95 -0.400
C -0.50 0.24 0.65 -0.277
C -0.91 -0.62 -0.58 -0.234
O -1.91 -1.67 -0.47 -0.342
H 0.56 0.51 0.64 0.076
H -1.04 1.18 0.56 0.036
H 0.00 -1.19 -0.79 0.081
H -1.04 0.06 -1.42 0.025
B -1.51 -3.23 1.45 -0.537
H -1.35 -4.12 2.04 0.059
H -2.49 -2.86 1.71 0.020
H -0.72 -2.51 1.63 -0.027
H -1.48 -3.41 0.39 0.044
C 0.12 5.07 4.93 -0.108
O 0.19 5.91 3.79 -0.224
C -0.73 5.60 2.73 -0.152
C -0.55 4.24 2.08 -0.250
O -1.21 3.23 2.75 -0.127
C -1.13 2.00 2.05 -0.103
H 0.86 5.41 5.65 0.083
H 0.19 3.99 4.79 0.085
H -0.86 5.18 5.40 0.081
H -0.50 6.38 2.01 0.123
H -1.73 5.73 3.14 0.125
H 0.53 4.07 2.04 0.097
H -0.91 4.37 1.06 0.113
H -0.10 1.69 1.92 0.113
H -1.63 2.01 1.08 0.091
H -1.69 1.25 2.61 0.116
C -5.17 2.18 -4.16 -0.141
O -4.69 2.34 -2.90 -0.174
C -3.35 2.05 -2.75 -0.189
C -2.89 0.57 -2.73 -0.178
O -2.98 0.00 -4.01 -0.152
C -2.32 -1.22 -4.08 -0.097
H -5.01 1.13 -4.41 0.083
H -4.52 2.79 -4.79 0.090
H -6.22 2.38 -4.34 0.089
H -3.23 2.53 -1.78 0.129
H -2.74 2.70 -3.38 0.118
H -3.51 0.03 -2.02 0.096
H -1.87 0.49 -2.35 0.054
H -1.24 -1.27 -3.95 0.078
H -2.54 -1.68 -5.04 0.094
H -2.69 -1.96 -3.37 0.094
C 2.04 1.30 -0.60 -0.216
O 3.28 0.58 -0.70 -0.123
C 3.41 -0.33 0.39 -0.204
C 4.66 -1.17 0.13 -0.146
O 4.85 -2.12 1.22 -0.278
C 5.84 -3.13 0.85 -0.073
H 1.71 1.49 0.42 0.096
H 1.19 0.74 -0.97 0.089
H 2.18 2.26 -1.09 0.021
H 2.52 -0.95 0.49 0.092
H 3.45 0.19 1.35 0.117
H 5.52 -0.53 -0.02 0.120
H 4.51 -1.74 -0.79 0.118
H 6.72 -2.58 0.52 0.080
H 5.44 -3.83 0.12 0.085
H 6.05 -3.70 1.75 0.081
C 1.91 -4.48 -5.66 -0.127
O 1.22 -3.53 -4.89 -0.181
C 1.95 -3.02 -3.78 -0.193
C 1.31 -1.92 -3.01 -0.182
O 1.13 -0.74 -3.81 -0.105
C 0.65 0.41 -3.12 -0.207
H 2.06 -5.37 -5.04 0.082
H 2.86 -4.08 -6.01 0.080
H 1.44 -4.82 -6.58 0.081
H 2.82 -2.56 -4.24 0.121
H 2.31 -3.89 -3.23 0.125
H 1.97 -1.66 -2.17 0.119
H 0.41 -2.31 -2.54 0.123
H 0.35 1.20 -3.81 0.169
H 1.41 0.83 -2.46 0.124
H -0.28 0.14 -2.63 0.077
C 2.45 5.62 2.11 -0.067
O 1.49 5.28 1.08 -0.218
C 1.81 4.06 0.45 -0.213
C 0.77 3.73 -0.60 -0.146
O 1.10 2.54 -1.25 -0.237
C -0.02 2.12 -2.06 -0.053
H 2.28 5.20 3.10 0.079
H 2.39 6.67 2.36 0.095
H 3.44 5.25 1.84 0.089
H 1.83 3.18 1.10 0.123
H 2.76 4.19 -0.06 0.142
H 0.71 4.54 -1.33 0.144
H -0.20 3.70 -0.10 0.099
H 0.28 1.34 -2.76 -0.146
H -0.32 2.94 -2.71 0.131
H -0.86 1.76 -1.47 0.098
C 1.27 -5.35 0.52 -0.069
O 0.13 -4.46 0.41 -0.221
C 0.55 -3.08 0.25 -0.218
C 1.06 -2.43 1.53 -0.170
O 2.43 -2.81 1.85 -0.201
C 3.10 -2.13 2.94 -0.095
H 0.88 -6.37 0.48 0.077
H 1.72 -5.24 1.51 0.080
H 1.94 -5.15 -0.31 0.073
H -0.33 -2.53 -0.08 0.055
H 1.32 -3.05 -0.53 0.117
H 0.43 -2.69 2.37 0.109
H 1.04 -1.34 1.41 0.106
H 4.14 -2.46 2.96 0.075
H 2.58 -2.33 3.88 0.082
H 3.14 -1.05 2.80 0.068
C -4.37 -1.20 -0.26 -0.035
O -3.61 -1.22 0.95 -0.261
C -4.37 -1.42 2.14 -0.153
C -3.45 -1.31 3.35 -0.124
O -2.06 -1.42 3.01 -0.377
C -1.18 -1.25 4.10 -0.052
H -5.32 -1.73 -0.21 0.097
H -3.70 -1.56 -1.04 0.079
H -4.69 -0.19 -0.48 0.090
H -4.84 -2.39 2.27 0.130
H -5.19 -0.73 2.27 0.127
H -3.66 -2.01 4.16 0.131
H -3.65 -0.32 3.76 0.122
H -1.20 -2.00 4.89 0.092
H -1.47 -0.33 4.61 0.090
H -0.16 -1.12 3.73 0.098
```

Its LUMO energy (alpha / beta) is 2.450 / 2.397 eV. The relative energy (zero: lowest compared OMol25 entry of this formula, charge and spin) is 34.859 eV. The net charge is -1. As for the multiplicity: 6. As for the orbital gap (alpha / beta): 2.9 / 7.1 eV. As for the electronic energy: -3567.9709 hartree.